{"formula": "C29H36IrN5O3SSe2Te2", "method": "wB97M-V/def2-TZVPD", "species": ["C", "H", "N", "H", "C", "H", "H", "H", "H", "C", "H", "H", "C", "C", "C", "H", "Se", "H", "N", "H", "H", "Te", "C", "C", "C", "C", "N", "N", "O", "H", "H", "H", "C", "C", "C", "S", "C", "H", "H", "C", "C", "H", "C", "H", "H", "H", "C", "C", "Se", "C", "C", "H", "O", "H", "C", "H", "C", "Te", "C", "H", "H", "H", "H", "N", "C", "H", "C", "C", "H", "H", "Ir", "O", "H", "C", "H", "C", "H", "H", "H"], "coordinates": [[-2.7092, -5.3177, 0.0272], [0.7637, -1.7373, 2.9245], [-1.1260, 2.0859, -3.7139], [-0.7852, 4.0025, -2.9856], [-0.9889, 3.5115, -3.9316], [-0.1573, 3.6882, -4.6130], [-2.1035, -2.7754, -1.3820], [5.0788, -0.2023, -1.6334], [-0.3884, -0.7931, -4.2783], [4.9632, -3.5775, -1.6537], [-2.1294, 1.3841, -5.4216], [-2.1474, -0.8153, -4.5151], [0.7611, -3.8254, -0.3648], [-1.3386, -3.4731, -1.7399], [0.9744, -0.1756, 1.4967], [-2.3237, 5.8983, 5.7468], [1.2683, 4.1650, -0.7830], [-3.1885, 5.1189, 2.1899], [0.7209, 1.0920, 1.1420], [-0.5530, -0.2871, 4.5068], [-1.4035, -0.4911, -1.9903], [5.2219, 3.1928, -1.6061], [-1.2323, 1.1549, -4.8439], [0.7797, -5.3493, 1.4924], [-1.1450, 2.3081, 4.1877], [0.0050, 1.8616, 1.9810], [1.3873, -2.8482, -1.1729], [-1.4940, 0.1557, -2.7566], [-0.6935, 2.3044, 5.3207], [-2.7870, 3.4514, 5.7588], [-0.6680, -2.9503, -2.4212], [-1.0786, -6.3263, 1.9211], [-0.4789, 1.3953, 3.1847], [-1.2768, 1.4554, -2.5659], [3.3097, -1.3793, -1.3920], [-1.2250, 2.1654, -0.9761], [-2.7211, 3.9977, 4.8180], [-0.8751, 4.9738, 5.3505], [-0.1387, 2.8867, 1.6736], [-1.3092, -0.2211, -4.1592], [-0.2080, 0.0827, 3.5506], [-1.9061, 3.9115, -4.3664], [-0.5911, -4.1079, -0.5973], [-3.9468, 2.8220, 2.7582], [2.4779, -4.2033, 0.8720], [5.6028, -4.4433, -1.7673], [5.5160, -2.2971, -1.7241], [-2.7594, 4.2546, 1.6827], [4.4313, 2.8142, -3.8300], [1.4400, -4.4426, 0.6836], [3.6127, -3.7678, -1.4588], [-3.0962, -5.9411, 0.8307], [1.2259, -0.1657, -1.4151], [-2.5470, 2.1224, 1.9873], [2.4986, -0.1914, -1.1840], [-0.3638, 1.2608, -5.4924], [0.5251, -0.7097, 2.6888], [3.6161, 5.1154, -0.5992], [-0.5612, -5.6242, 1.2799], [1.5660, -0.7723, 0.8239], [-3.2873, 4.1251, 0.7379], [6.5751, -2.1634, -1.8897], [-1.7156, 4.4856, 1.4594], [-2.1796, 3.0861, 3.8031], [2.7477, -2.6726, -1.3294], [3.2009, -4.7669, -1.4265], [4.6869, -1.2097, -1.5860], [-2.8914, 2.9994, 2.5327], [-1.8639, -4.2281, -2.3267], [0.8539, -2.0026, -1.2977], [1.0946, 1.8402, -0.7245], [2.9799, 0.8853, -0.6921], [-1.7765, 5.8034, 4.0704], [-1.8706, 5.2444, 5.0018], [1.3119, -5.8336, 2.3006], [-1.2553, -5.0054, 0.2467], [-3.7336, 4.2553, 4.5054], [-3.3153, -4.4108, -0.0183], [-2.8632, -5.8530, -0.9127]], "forces_ev_per_angstrom": [[-0.0288, -0.0138, -0.0086], [-0.0027, -0.0042, -0.0109], [0.0667, -0.0751, 0.0157], [-0.0149, 0.0079, 0.0235], [-0.0061, 0.0283, -0.0033], [0.0045, 0.0087, 0.0166], [0.0038, 0.0163, 0.0091], [-0.0039, 0.0114, 0.0116], [0.0083, 0.0156, 0.0061], [0.0239, -0.0020, -0.0021], [0.0006, 0.0033, 0.0086], [0.0190, -0.0129, -0.0066], [-0.0384, -0.0446, 0.0351], [-0.0181, 0.0261, -0.0299], [0.1442, 0.0398, 0.0446], [-0.0002, 0.0005, 0.0060], [0.1815, 0.0628, -0.3540], [0.0081, 0.0013, 0.0065], [-0.2601, -0.4406, -0.3748], [-0.0010, 0.0038, 0.0074], [-0.0174, 0.0064, -0.0073], [0.0421, -0.0895, -0.2049], [-0.0328, 0.0218, -0.0200], [-0.0014, -0.0182, 0.0164], [0.0039, -0.0524, 0.0125], [0.0863, 0.1490, 0.0340], [-0.0649, 0.0064, -0.0058], [-0.0008, 0.0608, -0.0286], [-0.0108, -0.0144, 0.0118], [-0.0129, 0.0108, -0.0040], [0.0045, -0.0132, -0.0093], [-0.0028, -0.0029, 0.0036], [0.0042, 0.0834, -0.0015], [-0.0313, -0.1003, 0.0337], [0.0384, -0.0399, 0.0003], [-0.0452, 0.2204, -0.0488], [-0.0068, -0.0092, 0.0048], [0.0012, -0.0036, -0.0031], [-0.0688, -0.0156, -0.0140], [0.0123, -0.0362, 0.0145], [0.0220, 0.0185, -0.0136], [0.0144, 0.0079, -0.0100], [0.0457, -0.0393, 0.0226], [0.0055, -0.0084, -0.0143], [0.0141, -0.0015, -0.0148], [0.0013, -0.0025, -0.0022], [-0.0242, 0.0162, -0.0027], [0.0003, 0.0039, -0.0111], [-0.0275, -0.0143, 0.1199], [-0.0093, 0.0391, -0.0117], [-0.0396, 0.0214, 0.0185], [0.0015, -0.0052, -0.0030], [0.2707, -0.0174, 0.0415], [0.0301, 0.0065, -0.0132], [-0.0693, 0.3084, 0.0797], [-0.0130, -0.0102, -0.0082], [0.0198, -0.0039, 0.0284], [-0.1975, -0.0227, 0.2110], [-0.0149, 0.0154, -0.0079], [-0.0697, -0.0456, 0.0187], [-0.0152, -0.0044, -0.0064], [0.0069, -0.0059, 0.0036], [0.0130, -0.0094, -0.0019], [0.0436, 0.0321, -0.0145], [0.0833, 0.0044, -0.0417], [-0.0028, -0.0067, 0.0022], [0.0225, -0.0377, 0.0043], [-0.0236, -0.0360, 0.0208], [-0.0168, 0.0008, 0.0155], [0.0314, -0.0383, -0.0176], [-0.1851, 0.1726, 0.6838], [0.0451, -0.1522, -0.2803], [-0.0072, 0.0006, -0.0045], [0.0109, 0.0118, 0.0137], [0.0011, 0.0012, 0.0043], [0.0354, -0.0162, 0.0100], [0.0086, 0.0135, -0.0041], [0.0010, 0.0036, 0.0069], [0.0043, 0.0035, -0.0061]], "lowdin_charge": [-0.04, 0.12, -0.13, 0.03, -0.02, 0.11, 0.08, 0.09, 0.13, -0.05, 0.13, 0.13, -0.19, -0.04, -0.06, 0.08, -0.07, 0.08, -0.10, 0.14, 0.12, 0.23, -0.07, -0.07, -0.42, -0.09, 0.09, 0.05, 0.09, 0.12, 0.06, 0.11, -0.08, -0.70, -0.08, 0.62, -0.19, 0.08, 0.08, -0.10, 0.04, 0.11, -0.16, 0.13, 0.11, 0.11, -0.06, -0.08, -0.14, -0.04, -0.02, 0.08, -0.18, 0.10, -0.57, 0.13, 0.01, 0.24, -0.05, 0.10, 0.07, 0.11, 0.06, -0.05, -0.18, 0.12, -0.01, -0.20, 0.09, 0.09, 0.81, -0.19, 0.07, -0.06, 0.11, -0.23, 0.12, 0.08, 0.09], "homo_energy_ev": [-10.10, -10.14], "charge": 1, "de_lowest_kcal_mol": 50.76, "e_tot_ev": -203201.0598, "homo_lumo_gap_ev": [6.36, 5.94], "spin_multiplicity": 2, "lumo_energy_ev": [-3.741, -4.196]}

---

{"formula": "C2H4N2P2", "method": "wB97M-V/def2-TZVPD", "species": ["N", "P", "P", "H", "H", "N", "C", "H", "C", "H"], "coordinates": [[-0.6689, 0.4758, 0.2098], [-2.2559, 0.2855, -0.0508], [2.0150, 0.9045, 0.0758], [2.7799, -1.3168, -0.2377], [-2.0452, -1.1292, -0.4039], [0.6712, -1.5171, -0.1223], [0.3095, 1.2294, -0.0927], [-0.0994, 2.2047, -0.5445], [1.7843, -0.9476, -0.2143], [-2.4904, -0.1893, 1.3807]], "forces_ev_per_angstrom": [[2.8673, -1.0986, 0.0193], [-2.0075, -2.3752, 1.4462], [-0.1634, 0.2419, -0.9730], [0.7168, -1.1900, -0.2624], [-0.5744, 0.9852, -0.1500], [1.5961, 1.1354, -0.2122], [-0.8160, 1.4469, -0.3121], [1.2584, -0.6500, 0.7189], [-2.6420, 0.8094, 1.2808], [-0.2351, 0.6949, -1.5556]], "lowdin_charge": [-0.44, 0.73, 0.82, 0.03, -0.09, 0.11, -0.64, 0.09, -0.54, -0.07], "homo_energy_ev": [-8.06, -7.82], "de_lowest_kcal_mol": 87.78, "e_tot_ev": -23691.1149, "homo_lumo_gap_ev": [7.12, 5.77], "lumo_energy_ev": [-0.938, -2.057]}

---

{"formula": "C44H47N6O4V", "method": "wB97M-V/def2-TZVPD", "species": ["C", "H", "C", "H", "N", "C", "C", "H", "H", "H", "C", "H", "H", "H", "H", "C", "C", "O", "C", "C", "C", "H", "H", "C", "H", "H", "H", "H", "H", "H", "H", "C", "C", "H", "C", "O", "C", "H", "H", "H", "C", "H", "C", "C", "C", "C", "H", "H", "C", "H", "H", "H", "C", "N", "C", "C", "H", "H", "C", "H", "O", "H", "H", "C", "C", "N", "C", "H", "C", "H", "N", "N", "H", "C", "C", "C", "C", "C", "C", "N", "C", "H", "O", "C", "H", "H", "C", "C", "H", "H", "V", "H", "C", "H", "C", "C", "C", "H", "C", "H", "H", "H"], "coordinates": [[1.3040, 2.7819, 2.3110], [5.8878, -2.2789, 3.6062], [-1.5518, -2.5231, -0.6960], [-5.0187, -2.8159, -2.9171], [-0.5283, 1.2507, 1.6879], [4.0164, -2.1642, 2.6128], [0.8651, 2.7939, -2.8340], [-2.4053, 2.5172, -3.6538], [1.1748, -0.1743, 3.0369], [-3.4630, -3.6650, -2.7833], [-2.9790, -2.5918, 2.8151], [-3.4159, 4.0889, -0.8010], [4.3934, -1.6112, 1.7654], [0.8959, 0.9917, 4.3209], [3.5285, 2.0808, 1.1197], [1.9440, 1.5307, -0.9732], [-1.9649, -0.4955, 2.3113], [-1.7110, 1.4278, 3.6876], [-4.0974, -0.3985, -3.7056], [3.2189, 1.2038, 1.6992], [2.6237, -2.5028, 2.6481], [0.5427, -3.9753, 4.5459], [-3.4959, -3.2527, 3.4999], [4.3453, -3.2553, 4.7437], [-2.2966, 2.4559, 0.5717], [1.7280, -1.8085, -5.0253], [-2.3549, 1.0147, -1.7189], [3.4642, -0.1446, 0.2165], [2.8242, -0.1434, -3.2382], [-0.2239, -1.7479, -6.5366], [4.1123, 0.7833, 2.1730], [-1.6346, -1.6215, -4.9225], [0.8641, 1.8855, -1.7227], [2.8383, -3.4025, -1.2840], [-1.9851, -2.1590, 0.6906], [0.8367, -1.9411, 0.9806], [0.7284, -1.7394, -4.6104], [3.7982, -1.0827, -2.0988], [2.5824, -4.1480, 5.6356], [4.9995, -3.5436, 5.5542], [-0.7679, 3.6660, 1.3982], [-0.8438, 5.7952, 1.1840], [3.0318, -1.1517, -2.8775], [1.0383, 5.1694, 1.9728], [-0.2717, 3.0183, -3.5203], [1.7942, 4.0851, 2.3775], [-3.0098, 3.1909, 2.8811], [1.7973, 3.2759, -3.1044], [1.7697, -1.8068, -2.3177], [1.1135, -3.7349, -1.5630], [-5.0686, -0.3086, -3.2118], [2.4289, 0.0956, 4.2437], [-1.8434, -1.5665, -3.5487], [-1.6873, -0.8913, 1.0526], [-2.6352, -1.3030, 3.2047], [-3.9891, -2.8567, -3.2883], [2.9468, 1.9076, -1.1296], [-3.5887, 0.5612, -3.6465], [-3.2805, -1.5161, -3.0509], [-1.6860, 4.3078, -1.0793], [0.8031, -3.5131, 3.7427], [2.9420, 2.2410, 3.4736], [2.2610, -3.8361, -2.9064], [0.5638, -1.6798, -3.2304], [-2.4747, 4.3852, -0.3308], [1.6289, 0.5877, -0.0121], [-0.7271, -1.5930, -2.6888], [-4.2252, 3.5513, 1.6374], [2.9813, -3.5973, 4.7896], [-3.1810, 4.8411, 2.2600], [-0.3280, 1.2485, -1.3115], [2.7037, 0.1482, 0.8265], [-2.4918, -1.6060, -5.5875], [-3.2136, 3.7805, 1.9873], [2.2672, 1.7005, 2.8044], [-1.4805, 2.3482, -3.1194], [-2.1883, 3.4957, 0.8816], [-0.2403, 4.9495, 1.4912], [4.8389, -2.5435, 3.6471], [-0.8916, -1.5035, -1.2793], [1.6521, 0.5847, 3.6478], [3.4581, -1.7371, -3.6984], [-1.8260, -3.6386, -1.1523], [2.1357, -3.2413, 3.7776], [-3.2566, -1.3272, -1.9772], [-0.2809, 3.6965, -4.3657], [-1.4068, 0.8534, 2.6475], [-1.4581, 1.5223, -2.0537], [-2.8230, -4.0321, 1.1887], [1.4387, 6.1748, 2.0393], [-0.1495, -0.0137, 0.1472], [-4.2844, -0.6136, -4.7614], [-2.6240, -3.0306, 1.5446], [2.7942, 4.2464, 2.7696], [0.0115, 2.5712, 1.8102], [2.0120, -3.2851, -1.9942], [1.7126, -2.1274, 1.7214], [-2.5712, 5.4341, -0.0350], [-0.3627, -1.7062, -5.4623], [-2.8585, -0.9080, 4.1866], [-4.0240, -3.0761, -4.3611], [1.5240, -1.3088, -1.3836]], "forces_ev_per_angstrom": [[0.1182, -0.0637, -0.0097], [0.0025, -0.0037, -0.0005], [0.1561, 0.1467, -0.1258], [0.0491, 0.0025, -0.0185], [-0.3881, -0.0161, 0.4657], [-0.0284, -0.0097, -0.0510], [-0.0125, -0.0582, 0.0758], [0.0001, 0.0002, 0.0004], [-0.0413, 0.0348, 0.0224], [-0.0004, 0.0170, -0.0069], [0.0224, 0.0102, -0.0261], [0.0196, 0.0094, 0.0243], [-0.0028, -0.0355, 0.0455], [0.0268, 0.0007, 0.0012], [0.0571, 0.0505, -0.0302], [-0.0327, -0.0515, 0.2351], [0.0948, -0.0624, -0.3554], [-0.0111, 0.0542, 0.1290], [0.0162, 0.0124, -0.0105], [-0.0157, -0.0453, 0.1009], [0.0367, 0.0115, -0.1288], [-0.0106, 0.0223, -0.0060], [0.0020, 0.0087, -0.0063], [-0.0077, 0.0342, -0.0687], [0.0056, -0.0472, -0.0353], [-0.0404, -0.0038, 0.0101], [0.0219, -0.0589, 0.0555], [0.0539, 0.0152, -0.0816], [0.0122, -0.0093, 0.0275], [-0.0010, -0.0010, 0.0193], [-0.0156, 0.0098, 0.0445], [0.0231, -0.0292, -0.0217], [-0.2437, -0.0098, 0.1348], [-0.0200, 0.0031, -0.0267], [0.0033, 0.4193, -0.0370], [-0.1946, -0.0791, -0.1569], [0.0114, 0.0807, 0.0114], [-0.0099, -0.0217, -0.0211], [0.0102, 0.0095, -0.0023], [-0.0003, 0.0022, -0.0057], [-0.1189, 0.0510, 0.0161], [0.0071, -0.0208, -0.0152], [-0.0208, -0.0494, -0.0227], [-0.0494, -0.0267, -0.0162], [-0.1696, -0.0138, -0.0578], [-0.0157, 0.0090, -0.0091], [-0.0086, 0.0158, -0.0465], [0.0000, -0.0053, 0.0082], [-0.0633, -0.1290, -0.1177], [0.0505, 0.0171, -0.0177], [0.0087, -0.0077, -0.0195], [-0.0112, -0.0104, -0.0359], [-0.0505, -0.0071, -0.0012], [-1.0218, -0.6435, 0.7724], [-0.0773, -0.0931, 0.1144], [0.0488, -0.0150, 0.0095], [0.0375, 0.0060, 0.0592], [0.0239, 0.0472, 0.0062], [0.0031, -0.0777, -0.0243], [-0.0088, -0.0195, -0.0099], [-0.0661, -0.0550, 0.0278], [0.0026, 0.0601, 0.0451], [0.0079, -0.0068, 0.0301], [0.1866, -0.0228, -0.0546], [0.0235, -0.0143, -0.0039], [0.9484, 0.3790, -0.4436], [0.0834, -0.0063, 0.1371], [0.0380, 0.0331, 0.0005], [0.0123, -0.0197, 0.0226], [-0.0062, -0.0383, -0.0065], [0.1045, 0.5899, -0.7608], [-0.1793, 0.0733, -0.1483], [0.0159, 0.0093, 0.0200], [0.0268, -0.0074, 0.0340], [-0.1430, -0.0435, -0.1608], [0.0598, 0.2152, -0.2022], [0.0678, 0.0306, 0.0349], [0.0479, 0.0300, 0.0187], [-0.0681, -0.0348, 0.0606], [-0.1963, -0.1980, 0.3294], [0.0351, 0.0404, 0.0274], [0.0093, 0.0264, 0.0176], [-0.0326, 0.0141, -0.0328], [0.0547, 0.0188, 0.0267], [-0.0040, 0.0229, 0.0397], [-0.0176, -0.0201, 0.0119], [0.3102, 0.0928, -0.3489], [0.3602, -0.2045, 0.2851], [-0.0211, 0.0029, -0.0039], [-0.0182, -0.0281, -0.0041], [-0.0018, -0.1808, -0.2570], [0.0053, 0.0120, 0.0306], [-0.1296, -0.0484, 0.1242], [-0.0272, -0.0102, -0.0103], [-0.0335, -0.1996, 0.0467], [-0.0700, -0.0024, 0.0481], [0.3594, 0.0408, 0.2327], [-0.0065, -0.0267, -0.0216], [-0.0158, 0.0092, 0.0427], [0.0302, -0.0069, 0.0065], [-0.0234, 0.0222, 0.0575], [0.0402, 0.0762, -0.0615]], "lowdin_charge": [-0.12, 0.10, -0.50, 0.07, 0.01, -0.04, -0.05, 0.09, 0.05, 0.06, -0.06, 0.08, 0.10, 0.09, 0.11, -0.14, -0.16, 0.04, -0.07, -0.17, -0.15, 0.11, 0.10, -0.10, 0.11, 0.10, 0.11, 0.10, 0.08, 0.09, 0.11, -0.05, -0.27, 0.07, -0.18, 0.14, -0.04, 0.07, 0.11, 0.09, -0.12, 0.10, -0.08, -0.09, -0.11, -0.06, 0.06, 0.10, -0.38, 0.08, 0.08, 0.08, -0.13, 0.04, 0.00, -0.06, 0.11, 0.05, -0.37, 0.07, 0.08, 0.12, 0.08, -0.13, -0.08, -0.18, -0.15, 0.08, -0.04, 0.08, -0.04, -0.05, 0.10, -0.06, -0.28, -0.11, -0.36, -0.04, -0.11, 0.04, -0.04, 0.07, 0.02, -0.28, 0.12, 0.09, -0.48, -0.16, 0.12, 0.09, 0.86, 0.07, 0.00, 0.11, -0.14, -0.05, -0.06, 0.07, -0.09, 0.12, 0.07, 0.07], "homo_energy_ev": [-3.22, -3.19], "charge": -1, "e_tot_ev": -89211.2980, "homo_lumo_gap_ev": [5.47, 5.17], "spin_multiplicity": 2, "lumo_energy_ev": [2.257, 1.979]}